{"formula": "C28H54BBaIN9O3P", "method": "ωB97M-V with the def2-TZVPD basis set", "relative_energy_kj_mol": 55.5, "orbital_gap_ev": 7.82, "energy_ha": -2507.0936, "charge": 2, "e_lumo_ev": -4.958, "multiplicity": 1, "homo_ev": -12.78, "symbols": ["N", "C", "H", "C", "H", "H", "C", "N", "N", "H", "I", "C", "H", "C", "H", "C", "H", "H", "N", "H", "H", "H", "H", "H", "C", "H", "C", "H", "C", "C", "B", "Ba", "N", "H", "H", "P", "H", "O", "C", "C", "C", "H", "H", "H", "C", "H", "H", "C", "H", "H", "H", "C", "N", "C", "H", "H", "H", "H", "H", "H", "N", "H", "H", "C", "H", "H", "C", "C", "H", "H", "C", "H", "H", "H", "H", "C", "H", "H", "H", "C", "O", "O", "H", "H", "C", "C", "N", "H", "N", "C", "C", "H", "H", "C", "H", "H", "H", "H"], "positions_angstrom": [[0.966, 1.308, 2.541], [0.746, -5.679, 0.329], [1.344, -6.523, -0.001], [-1.664, -1.604, 5.002], [-2.050, -0.758, 5.567], [-3.072, -4.108, -1.816], [1.100, 1.451, 3.875], [1.103, -4.935, -1.929], [-2.945, -3.535, 0.192], [3.738, 0.219, -3.632], [-0.953, -6.501, 1.291], [2.027, 2.419, 4.522], [-2.588, 2.171, -3.326], [-0.896, -2.453, 2.797], [-1.913, -3.728, 0.082], [3.693, -2.585, -1.602], [3.987, -1.468, -4.103], [0.123, 0.426, 5.554], [-4.731, -0.537, -3.647], [2.489, 2.817, 2.034], [-2.373, 1.560, -1.691], [-4.641, 0.220, -1.673], [3.064, 2.225, 4.252], [-5.623, -1.239, -1.848], [4.866, 2.058, 1.427], [-0.723, -2.250, 1.736], [-4.698, -0.755, -2.154], [3.091, -2.943, -0.763], [4.054, -0.761, -3.275], [0.907, 4.383, 0.525], [1.765, 2.096, 1.445], [-0.324, 0.113, -0.269], [2.683, 1.171, 0.571], [-3.033, -2.682, 0.756], [1.066, -1.817, -1.861], [-3.118, -1.687, -1.805], [-2.396, -2.409, 5.067], [-2.495, -1.773, -3.153], [-2.740, -0.779, 2.918], [3.304, -0.220, -0.980], [0.407, -4.751, -0.811], [4.672, 3.116, 1.258], [-0.159, 5.851, -0.711], [1.739, -2.065, -3.455], [-1.577, 3.580, -2.075], [-3.626, 4.220, -2.398], [-3.157, 0.087, 3.432], [1.794, 5.203, 1.394], [-2.634, -0.512, 1.863], [1.795, 3.445, 4.244], [1.811, -5.646, -2.003], [-1.886, 2.134, -2.488], [2.238, 0.278, -0.373], [-2.878, 4.237, -1.604], [5.919, 1.870, 1.230], [5.489, 0.128, -0.704], [2.845, 4.988, 1.209], [-1.003, 1.598, -2.841], [4.676, 1.847, 2.478], [3.658, -3.326, -2.402], [-0.059, 2.601, -0.364], [5.100, -0.689, -2.985], [1.338, -0.433, -2.957], [-1.041, 4.321, -3.306], [-4.853, 0.445, -3.889], [-2.716, 5.277, -1.326], [-0.549, 3.673, -0.971], [-3.532, -3.367, -1.164], [-0.749, -1.945, 5.483], [-1.609, -3.277, 2.874], [0.246, 0.557, 4.495], [0.049, -2.806, 3.210], [1.940, 2.335, 5.603], [-5.468, -1.070, -4.106], [-3.479, -1.583, 2.993], [3.185, -1.227, -2.100], [-3.362, -4.318, 0.694], [4.725, -2.513, -1.260], [1.301, -5.119, 1.081], [-0.395, -0.112, 3.459], [-0.437, -3.849, -0.722], [-2.439, -1.007, -0.645], [-4.605, -3.551, -1.115], [-0.849, 5.367, -3.079], [-1.417, -1.225, 3.542], [0.023, 4.828, -0.440], [0.852, 3.035, 0.567], [1.596, 5.024, 2.449], [0.036, 0.337, 2.281], [4.468, 0.322, -0.435], [1.745, -1.382, -2.603], [1.625, 6.259, 1.193], [0.973, -4.295, -2.697], [4.035, 1.199, 0.540], [-3.284, 3.724, -0.729], [-0.108, 3.880, -3.656], [-1.767, 4.286, -4.119], [-3.781, -0.889, -3.995]]}